[1]
A 2-piece molecular cluster, CH5OS overall. Source: OMol25; level of theory: ωB97M-V/def2-TZVPD.

Each line ends with the natural charge from an NBO analysis.
Cartesian coordinates (Å):
S (-0.0724, -1.0161, -2.3715)  -1.021
H (0.5165, -1.9946, -1.6108)  0.093
C (0.0880, 0.7547, 0.8778)  -0.250
O (-0.9340, -0.2013, 0.6234)  -0.797
H (-0.2002, 1.7249, 0.4453)  0.148
H (0.2993, 0.8056, 1.9464)  0.147
H (1.0244, 0.5015, 0.3626)  0.175
H (-0.7217, -0.5746, -0.2731)  0.506

* molecular weight: 65.117 g mol⁻¹
* Kohn-Sham gap: 0.2638 Eh
* charge: -1
* LUMO energy: 4.29 eV

=====

[2]
C5H13NO2 as an isolated structure in a non-equilibrium geometry. Source: OMol25; level of theory: ωB97M-V/def2-TZVPD.

Each line ends with the natural charge from an NBO analysis.
Cartesian coordinates (Å):
C (1.4660, 1.1404, 0.8481)  0.371
C (-0.2785, 1.1430, -0.1513)  -0.313
C (-0.0466, 0.0051, -1.1326)  -0.240
C (-0.7873, -2.2057, -0.2973)  -0.410
C (-1.4125, 0.9538, 0.8317)  -0.650
N (0.3216, -1.2735, -0.4796)  -0.657
O (2.4567, 1.0458, -0.1120)  -0.721
O (1.3850, 0.0499, 1.6209)  -0.735
H (2.7478, 1.9347, -0.3534)  0.483
H (1.1599, -0.7123, 1.0136)  0.507
H (0.7983, 2.0418, 0.9535)  0.229
H (1.0427, -1.7213, -1.0330)  0.372
H (-0.3743, 2.0757, -0.7143)  0.186
H (-0.9284, -0.1344, -1.7831)  0.162
H (0.7874, 0.2866, -1.7811)  0.209
H (-1.3150, -2.4272, -1.2360)  0.172
H (-0.4075, -3.1394, 0.1185)  0.202
H (-1.5078, -1.7893, 0.4043)  0.200
H (-2.3454, 0.6639, 0.3353)  0.204
H (-1.6029, 1.8760, 1.3825)  0.210
H (-1.1590, 0.1865, 1.5653)  0.219

* molecular weight: 119.164 g mol⁻¹
* Kohn-Sham gap: 0.2990 Eh
* charge: 0
* LUMO energy: 0.84 eV

=====

[3]
C28H37N7OsTe as an isolated structure in a non-equilibrium geometry. Source: OMol25; level of theory: ωB97M-V/def2-TZVPD.

Each line ends with the Mulliken charge.
Cartesian coordinates (Å):
Os (-0.1664, 0.4642, -0.1798)  -0.168
C (0.0547, 1.2943, 2.9950)  -1.055
N (0.0580, 0.0275, 2.2457)  0.822
C (1.2290, -0.7820, 2.5999)  -1.153
C (-1.1527, -0.7425, 2.5025)  0.406
C (-1.3689, -1.4839, 3.6498)  -0.591
C (-2.4854, -2.3014, 3.7529)  -0.959
C (-3.3708, -2.4077, 2.6910)  -0.874
C (-3.2220, -1.5967, 1.5825)  -0.538
C (-2.1479, -0.7058, 1.5095)  -0.334
N (-1.9947, 0.2569, 0.5192)  0.948
C (-3.0427, 1.0649, 0.1920)  0.464
C (-4.3148, 1.0190, 0.8045)  -0.912
C (-5.3164, 1.8757, 0.4113)  -1.053
C (-5.0974, 2.7898, -0.6108)  -0.880
C (-3.8343, 2.9039, -1.1763)  -0.720
C (-2.8053, 2.0762, -0.7693)  0.667
N (-1.4341, 2.2821, -1.2165)  0.854
C (-1.3653, 2.3327, -2.6818)  -1.093
C (-0.9686, 3.5504, -0.6305)  -0.977
H (0.1288, 1.1168, 4.0721)  0.372
H (0.9059, 1.9097, 2.7040)  0.339
H (-0.8676, 1.8387, 2.7934)  0.296
H (1.2680, -0.9906, 3.6717)  0.471
H (1.1771, -1.7327, 2.0718)  0.407
H (2.1483, -0.2559, 2.3464)  0.194
H (-0.6773, -1.4358, 4.4744)  0.476
H (-2.6412, -2.8765, 4.6515)  0.450
H (-4.1905, -3.1052, 2.7414)  0.511
H (-3.9119, -1.6649, 0.7545)  0.762
H (-4.5010, 0.3248, 1.6069)  0.596
H (-6.2715, 1.8357, 0.9090)  0.450
H (-5.8955, 3.4316, -0.9447)  0.446
H (-3.6615, 3.6705, -1.9154)  0.418
H (-1.9890, 3.1318, -3.0917)  0.381
H (-0.3464, 2.5225, -3.0082)  0.322
H (-1.7038, 1.3844, -3.0997)  0.416
H (-1.5228, 4.3978, -1.0444)  0.397
H (-1.1311, 3.5327, 0.4482)  0.339
H (0.0889, 3.7084, -0.8385)  0.287
Te (-0.8862, -1.5818, -1.7886)  0.351
C (-0.2168, -3.4303, -0.9659)  0.169
C (0.9593, -3.5402, -0.2301)  0.633
C (1.4129, -4.7777, 0.1843)  -0.700
C (0.6873, -5.9212, -0.1186)  -0.533
C (-0.5090, -5.8134, -0.8132)  -0.647
C (-0.9564, -4.5792, -1.2471)  -0.683
H (1.5348, -2.6577, 0.0024)  -0.090
H (2.3417, -4.8546, 0.7311)  0.435
H (1.0606, -6.8871, 0.1799)  0.425
H (-1.0863, -6.6986, -1.0273)  0.418
H (-1.8748, -4.5053, -1.8079)  0.419
C (2.7074, 1.6668, 0.0354)  -0.554
N (1.9074, 0.7877, -0.8869)  0.837
C (2.6996, -0.4841, -1.0325)  -0.657
N (4.0313, -0.2525, -1.5030)  0.196
C (4.7450, 0.5989, -0.5634)  -0.703
N (4.0495, 1.8768, -0.4334)  0.180
C (4.0200, 2.5196, -1.7421)  -0.752
N (3.3084, 1.6710, -2.6919)  0.179
C (1.9673, 1.4543, -2.2340)  -0.452
C (4.0017, 0.3947, -2.8087)  -0.682
H (2.7549, 1.1984, 1.0241)  0.171
H (2.2087, 2.6409, 0.1221)  0.207
H (2.1780, -1.1357, -1.7464)  0.174
H (2.7612, -0.9744, -0.0548)  0.230
H (5.7551, 0.7753, -0.9339)  0.330
H (4.8006, 0.1050, 0.4098)  0.313
H (5.0413, 2.6843, -2.0856)  0.339
H (3.5154, 3.4858, -1.6688)  0.329
H (1.4384, 0.8218, -2.9574)  0.156
H (1.4815, 2.4316, -2.1565)  0.104
H (5.0198, 0.5663, -3.1604)  0.341
H (3.4801, -0.2468, -3.5243)  0.333

* molecular weight: 789.483 g mol⁻¹
* Kohn-Sham gap (spin up / spin down): 0.1787 / 0.1865 Eh
* charge: +2
* LUMO energy (spin up / spin down): -8.29 / -8.19 eV

=====

[4]
A 3-piece molecular cluster, C23H50BNO9 overall in a non-equilibrium geometry. Source: OMol25; level of theory: ωB97M-V/def2-TZVPD.

Each line ends with the Mulliken charge.
Cartesian coordinates (Å):
C (0.4672, 1.7716, 4.3756)  -1.075
C (-0.6750, 0.6969, 3.9894)  -0.516
C (-0.5577, 0.1942, 2.4696)  -0.373
C (-1.2940, 1.2541, 1.5300)  -0.084
C (-0.8621, 1.1367, -0.0320)  -0.206
C (-0.2167, 2.5555, -0.4244)  -1.245
C (0.4279, 2.5776, -1.9151)  2.042
C (0.6259, 1.1702, -2.6308)  -0.955
B (1.6157, 1.1909, -3.9090)  0.589
O (1.2234, 1.4932, -5.2582)  -0.576
O (3.0290, 0.9141, -3.6528)  -0.493
C (1.6631, 3.5717, -1.7468)  -0.520
N (1.0541, 4.8751, -2.2213)  -0.409
C (0.3359, 4.4590, -3.4487)  0.178
O (0.5038, 4.8458, -4.6103)  -0.592
C (-0.6628, 3.3610, -2.8350)  -0.690
H (0.2105, 2.2245, 5.3886)  0.353
H (1.4539, 1.2064, 4.4018)  0.285
H (0.5099, 2.6378, 3.6349)  0.247
H (-0.5572, -0.1532, 4.7475)  0.351
H (-1.6675, 1.2218, 4.1983)  0.242
H (-1.0077, -0.8480, 2.3235)  0.246
H (0.5469, 0.2229, 2.1996)  0.317
H (-2.4255, 1.2399, 1.6148)  -0.196
H (-0.9634, 2.2890, 1.9021)  0.272
H (-1.8341, 0.9536, -0.5973)  0.179
H (-0.1431, 0.2682, -0.1168)  0.183
H (0.5582, 2.7715, 0.3879)  0.165
H (-1.0359, 3.3274, -0.2900)  0.086
H (-0.3824, 0.7695, -3.0079)  0.192
H (1.0131, 0.3488, -1.9284)  0.138
H (1.7407, 2.3027, -5.4812)  0.294
H (3.4910, 1.7790, -3.6637)  0.215
H (2.5681, 3.4819, -2.4311)  0.124
H (2.1579, 3.6788, -0.7233)  0.263
H (1.7983, 5.5737, -2.3820)  0.324
H (-1.2738, 2.7320, -3.5461)  0.350
H (-1.4100, 4.0123, -2.2696)  0.344
C (5.2408, -2.7900, -4.7963)  -0.765
O (6.0127, -2.3208, -3.7079)  -0.313
C (5.3287, -1.3342, -2.9419)  -0.352
C (5.7747, -1.3775, -1.4865)  -0.364
O (5.2112, -2.4616, -0.7469)  -0.490
C (5.7196, -3.7631, -1.0420)  -0.331
C (7.1436, -3.9883, -0.5490)  -0.577
O (8.0786, -3.3624, -1.4204)  -0.259
C (9.2717, -2.9919, -0.7603)  -0.787
H (5.0663, -1.9866, -5.5180)  0.318
H (5.7952, -3.5945, -5.2821)  0.252
H (4.2863, -3.1976, -4.4458)  0.328
H (4.2464, -1.4872, -2.9899)  0.277
H (5.5716, -0.3559, -3.3722)  0.320
H (5.4028, -0.4717, -0.9985)  0.437
H (6.8614, -1.3587, -1.3927)  0.107
H (5.6139, -3.9935, -2.1028)  0.119
H (5.0660, -4.4559, -0.5038)  0.408
H (7.3644, -5.0625, -0.5470)  0.416
H (7.2405, -3.5988, 0.4702)  0.353
H (9.0565, -2.3240, 0.0812)  0.340
H (9.9045, -2.4580, -1.4687)  0.230
H (9.8028, -3.8824, -0.4027)  0.324
C (-4.4048, -1.2741, 1.0440)  -0.619
O (-5.2705, -1.2382, 2.1618)  -0.346
C (-4.9788, -0.1577, 3.0414)  -0.290
C (-6.2385, 0.3098, 3.7582)  -0.465
O (-7.1021, 1.0998, 2.9406)  -0.489
C (-7.8229, 0.4047, 1.9221)  -0.303
C (-8.9299, -0.4921, 2.4623)  -0.586
O (-8.3848, -1.6998, 2.9819)  -0.259
C (-9.1854, -2.2619, 4.0018)  -0.791
H (-3.3774, -1.4772, 1.3619)  0.153
H (-4.7404, -2.0729, 0.3811)  0.371
H (-4.4505, -0.3301, 0.4895)  0.311
H (-4.5459, 0.6843, 2.4912)  0.147
H (-4.2499, -0.5183, 3.7774)  0.398
H (-5.9304, 0.9705, 4.5740)  0.425
H (-6.7785, -0.5201, 4.2158)  0.132
H (-7.1443, -0.1373, 1.2624)  0.095
H (-8.2912, 1.1863, 1.3169)  0.408
H (-9.6115, -0.7631, 1.6471)  0.413
H (-9.4888, 0.0468, 3.2349)  0.358
H (-9.3280, -1.5467, 4.8195)  0.341
H (-8.6721, -3.1376, 4.3978)  0.232
H (-10.1591, -2.5662, 3.5991)  0.323

* SMILES: CCCCCC[C@]1(CB(O)O)CNC(=O)C1.COCCOCCOC.COCCOCCOC
* molecular weight: 495.463 g mol⁻¹
* Kohn-Sham gap: 0.3422 Eh
* charge: 0
* LUMO energy: 0.25 eV

=====

[5]
A 2-piece molecular cluster, C20H38B2N4O4 overall in a non-equilibrium geometry. Source: OMol25; level of theory: ωB97M-V/def2-TZVPD.

Each line ends with the Löwdin spin population.
Cartesian coordinates (Å):
C (0.7683, -1.8638, -0.7523)  0.000
C (0.6949, -1.2804, -2.1576)  0.000
O (0.1123, 0.0386, -2.1821)  0.000
B (-0.9941, 0.1124, -2.9697)  0.000
O (-0.9304, 0.4300, -4.3065)  0.000
C (-2.3895, -0.2030, -2.1981)  0.000
C (-3.4934, -0.9628, -2.9711)  0.000
C (-4.7659, -0.8837, -2.0431)  0.000
C (-5.2811, -2.1662, -1.4438)  0.000
C (-6.2058, -2.1704, -0.4266)  0.000
C (-6.6267, -3.3701, 0.0639)  0.000
N (-6.2435, -4.5550, -0.3803)  0.000
C (-5.3627, -4.5162, -1.3636)  0.000
C (-4.8600, -3.3776, -1.9356)  0.000
C (-4.4224, 0.2856, -1.0853)  0.000
B (-4.0444, 0.0079, 0.4731)  0.000
N (-3.5891, -1.2465, 0.9709)  0.000
O (-4.2176, 1.0664, 1.3626)  0.000
N (-3.1690, 0.9327, -1.6547)  0.000
H (0.7318, -2.9529, -0.8257)  0.000
H (1.6850, -1.6085, -0.2277)  0.000
H (-0.1055, -1.5765, -0.1638)  0.000
H (0.1092, -1.9722, -2.7830)  0.000
H (1.6938, -1.2423, -2.5892)  0.000
H (-1.0067, -0.3855, -4.8227)  0.000
H (-2.0639, -0.9465, -1.4683)  0.000
H (-3.6364, -0.5481, -3.9695)  0.000
H (-3.0508, -1.9455, -3.1258)  0.000
H (-5.5101, -0.4824, -2.7376)  0.000
H (-6.5367, -1.2146, -0.0421)  0.000
H (-7.3389, -3.3562, 0.8835)  0.000
H (-5.0267, -5.4696, -1.7615)  0.000
H (-4.1655, -3.4759, -2.7526)  0.000
H (-5.1492, 1.0989, -1.0249)  0.000
H (-3.2550, -1.8580, 0.2310)  0.000
H (-2.8183, -1.1762, 1.6311)  0.000
H (-3.3477, 1.3036, 1.7097)  0.000
H (-2.6857, 1.5628, -1.0135)  0.000
H (-3.4332, 1.4653, -2.4875)  0.000
C (4.1856, 2.9060, 0.0542)  0.003
C (3.2145, 2.2061, 1.0348)  0.026
C (3.0815, 3.0385, 2.3139)  0.015
C (4.2858, 2.9334, 3.2484)  0.001
C (4.6281, 1.4707, 3.5276)  0.015
C (4.8276, 0.6509, 2.2521)  0.027
N (3.6813, 0.8134, 1.3074)  0.364
O (2.6762, 0.1090, 1.7363)  0.539
C (6.1494, 1.0634, 1.5754)  0.002
C (5.0296, -0.8177, 2.6206)  -0.001
C (1.8679, 2.1954, 0.3188)  -0.001
H (4.6330, 2.1912, -0.6373)  0.002
H (3.6620, 3.6445, -0.5525)  0.000
H (4.9853, 3.4464, 0.5572)  0.000
H (2.1918, 2.7168, 2.8660)  0.002
H (2.9152, 4.0852, 2.0488)  0.001
H (5.1472, 3.4562, 2.8250)  0.000
H (4.0583, 3.4391, 4.1885)  0.001
H (5.5305, 1.4179, 4.1396)  0.001
H (3.8256, 1.0308, 4.1285)  0.003
H (6.2665, 0.5670, 0.6109)  0.001
H (6.9940, 0.7708, 2.1989)  0.000
H (6.2522, 2.1345, 1.4224)  0.000
H (4.2060, -1.2152, 3.2119)  -0.001
H (5.9336, -0.9273, 3.2181)  0.000
H (5.1413, -1.4349, 1.7273)  0.000
H (1.9109, 1.5891, -0.5886)  0.000
H (1.5839, 3.2088, 0.0344)  0.000
H (1.0659, 1.8125, 0.9513)  -0.001

* expectation value of S²: 0.7541
* 2S+1: 2
* molecular weight: 420.172 g mol⁻¹
* Kohn-Sham gap (spin up / spin down): 0.2680 / 0.2991 Eh
* charge: +1
* LUMO energy (spin up / spin down): -3.26 / -3.26 eV

=====

[6]
A 2-piece molecular cluster, C2H4ClFS overall. Source: OMol25; level of theory: ωB97M-V/def2-TZVPD.

Each line ends with the natural charge from an NBO analysis.
Cartesian coordinates (Å):
C (-0.7847, -1.3147, -0.2625)  -0.687
C (-0.8470, 0.1733, -0.3807)  -0.246
H (-1.4197, -1.6443, 0.5686)  0.234
H (0.2390, -1.6230, -0.0158)  0.234
H (-1.1028, -1.8058, -1.1885)  0.229
H (-0.5399, 0.7177, 0.5190)  0.188
F (2.5379, 2.3280, 1.9586)  -0.353
S (-1.3146, 1.0076, -1.6790)  0.046
Cl (3.2318, 2.1612, 0.4803)  0.355

* SMILES: CC=S.FCl
* molecular weight: 114.572 g mol⁻¹
* Kohn-Sham gap: 0.2820 Eh
* charge: 0
* LUMO energy: -1.05 eV

=====

Question: The highest molecular weight belongs to which entry?
Answer: C28H37N7OsTe

=====

Question: What is the molecular weight in the fifth record?
Answer: 420.172 g mol⁻¹

=====

Question: Which formula does entry 2 have?
Answer: C5H13NO2

=====

Question: Among the records above, which one has the lowest charge?
Answer: CH5OS